The following is a DFT calculation (ωB97M-V with the def2-TZVPD basis set) of C34H39Cl3F5N6O3SY as an isolated structure.

XYZ file:
```
92
Properties=species:S:1:pos:R:3:forces:R:3:lowdin_charge:R:1
H -1.793 -3.285 1.583 -0.1 0.0 -0.4 0.097
C -1.373 3.386 3.361 2.3 -1.3 -0.8 -0.618
H -1.014 -3.995 -1.296 0.4 0.3 -0.5 0.088
F 6.838 -3.244 2.009 0.2 0.1 -0.1 0.087
H 0.991 -1.803 -0.647 -1.4 0.1 0.1 0.090
C 0.928 2.595 2.975 -0.6 -0.7 -1.2 -0.163
N -1.791 1.622 -1.602 -1.1 -0.2 0.4 -0.036
H 5.308 1.758 -2.396 0.7 0.7 0.3 0.115
C 0.188 3.224 -1.930 0.0 -1.1 1.1 -0.192
C 3.491 -3.491 0.770 -0.8 -1.3 0.6 -0.246
N -3.884 1.674 -2.801 -0.7 0.6 -0.1 -0.095
C 4.325 -5.656 1.118 -1.0 -0.6 -0.5 -0.242
C 3.899 2.223 -3.987 -0.2 0.8 -1.1 -0.127
H 0.363 -1.719 -2.832 0.0 0.3 -0.7 0.106
C -2.532 -2.744 4.863 -1.8 -1.8 -2.3 -0.649
C 1.873 1.748 2.348 -1.1 0.5 0.2 -0.210
H -3.948 -4.499 1.693 0.4 -0.4 0.5 0.099
C -0.369 -2.081 -2.135 1.6 -0.1 1.9 -0.201
C -5.303 1.688 -2.490 -1.0 -0.4 -0.7 -0.114
C -3.552 0.476 0.631 0.2 0.2 -0.7 -0.006
C -3.468 2.031 -4.129 0.1 -0.9 -1.0 -0.054
H 0.639 3.931 -2.624 -0.4 -0.2 0.2 0.078
H -5.926 1.153 -3.287 1.0 0.4 1.1 0.146
H -1.922 3.596 -2.389 1.3 -1.1 -0.2 0.149
C 2.281 2.047 -2.279 0.3 -2.0 -1.1 -0.275
C 0.496 4.253 4.647 0.6 -1.8 -0.9 -0.736
H -4.057 -3.714 5.993 -0.4 -0.3 0.0 0.086
N 3.353 1.233 -1.921 -1.2 1.3 -1.0 -0.088
C 3.156 -4.863 0.921 1.5 0.5 -0.2 -0.691
H 0.736 -3.937 -1.644 -0.7 0.7 0.2 0.058
H 2.726 0.109 -0.242 0.3 0.2 0.1 0.038
Cl -3.061 3.383 3.102 -0.6 -0.1 -0.4 0.701
H 0.842 2.304 -4.669 0.2 1.0 0.2 0.108
H 4.774 0.339 -3.213 -0.4 0.7 0.0 0.141
H -3.249 3.081 -4.325 -0.2 0.1 0.3 0.092
O 1.528 0.935 1.382 0.0 -0.8 -1.1 -0.307
N 2.573 2.597 -3.519 -0.6 1.1 1.0 -0.094
Y -0.012 0.825 -0.118 -0.2 0.2 2.1 1.561
F 4.218 -7.011 1.055 0.2 0.9 0.1 0.047
S 1.606 -5.525 0.829 -0.7 0.0 -0.4 0.498
H -1.355 -1.715 -2.302 -0.7 0.3 -0.2 0.098
H -2.588 1.447 -4.395 0.0 0.1 0.0 0.085
H -4.426 -0.089 0.953 0.2 0.1 0.5 0.097
C -1.176 2.705 -2.418 -2.0 1.3 -0.7 -0.240
F 4.676 -1.570 1.377 0.4 0.8 0.1 0.109
H -5.692 2.708 -2.476 0.1 0.1 0.1 0.123
H -6.006 1.555 -0.382 0.5 0.2 -0.3 0.131
N 1.084 2.019 -1.700 1.1 1.8 -0.6 -0.054
H -0.317 -4.085 -2.989 -0.5 0.7 0.7 0.099
H 0.101 3.795 -0.966 -0.1 -0.7 -0.6 0.132
H 3.722 1.668 -4.930 0.6 0.2 0.4 0.131
H 2.487 3.468 4.126 -0.1 0.1 0.3 0.111
H 4.509 3.144 -4.187 -0.4 -0.9 0.1 0.141
C -0.477 2.596 2.543 -0.2 1.7 2.0 -0.337
C -1.844 -2.587 3.592 0.5 -0.9 0.9 -0.314
H -4.247 1.689 -4.842 0.3 0.3 0.5 0.104
H -5.735 -0.007 -1.110 0.3 0.8 -0.3 0.136
C 5.670 -3.725 1.543 1.3 -0.5 0.0 -0.164
H 1.179 4.101 -4.299 0.2 -0.6 -0.1 0.090
Cl 0.965 5.258 5.922 0.6 0.9 1.0 0.685
C 4.632 -2.892 1.268 -0.8 -0.8 -0.8 -0.189
C 3.625 0.541 -0.680 0.8 0.1 0.3 -0.034
H 4.129 1.221 0.060 -0.6 -0.7 -0.5 0.122
H -3.231 1.289 1.284 -0.3 -0.2 0.2 0.038
H 2.868 1.757 2.761 0.5 -0.3 -0.2 0.105
C -3.671 -3.634 4.992 1.8 1.4 -1.0 -0.101
C -5.342 1.050 -1.103 -1.0 -1.8 0.5 -0.127
O -0.906 1.997 1.467 -0.3 -0.6 -1.0 -0.268
C -2.366 -3.333 2.493 -0.1 0.1 0.6 -0.065
H 0.153 -1.951 2.700 -0.9 -0.3 0.2 0.069
C -3.482 -4.123 2.611 -1.0 0.4 0.3 -0.099
N -3.957 1.016 -0.677 1.5 0.6 -1.1 -0.084
C 1.609 3.109 -4.517 -0.4 -1.3 0.8 -0.027
F 2.550 -2.685 0.233 -0.7 0.9 0.0 0.006
C 1.413 3.436 3.977 -1.2 1.1 0.5 -0.072
C -0.580 -1.964 3.527 0.0 0.7 0.2 0.081
Cl -2.004 -1.927 6.217 0.5 0.7 1.3 0.756
H 4.323 -0.285 -0.922 -0.4 0.4 0.2 0.101
C -0.262 -3.567 -1.991 0.3 -1.7 -0.3 -0.094
H -4.990 -5.062 3.915 1.0 1.3 0.1 0.117
H -1.523 4.799 5.000 0.4 -0.8 -0.6 0.106
C -0.860 4.138 4.397 -1.0 1.5 0.8 -0.189
C 4.449 1.362 -2.889 -0.1 -1.8 0.4 -0.121
H -1.120 2.377 -3.480 0.5 0.4 0.7 0.073
H -0.259 -1.405 4.401 0.1 -0.1 -0.2 0.029
H -2.710 -0.248 0.580 -0.4 0.3 -0.3 0.079
F 6.659 -5.870 1.330 -0.2 0.2 0.3 0.096
C 5.555 -5.098 1.286 0.5 0.1 0.7 -0.156
C -4.165 -4.287 3.863 0.2 -0.8 -0.4 -0.088
C -3.137 1.460 -1.698 1.8 -0.2 1.0 -0.307
O 0.075 -1.425 -0.822 1.0 -0.7 -0.8 -0.238
H 2.121 3.185 -5.450 0.5 0.1 -0.6 0.075
```
Forces are in eV/Å.

- max |F| (hartree/bohr) = 0.0663
- calculated total energy (eV) = -114004.4643
- frontier orbital gap (alpha / beta) (eV) = 5.19 / 4.73
- relative energy (zero: lowest compared OMol25 entry of this formula, charge and spin) (kcal per mole) = 0.0
- E_HOMO (alpha / beta) (eV) = -5.8 / -5.3

The following is a DFT calculation (ωB97M-V with the def2-TZVPD basis set) of C33H57ClCrN2O2Si as an isolated structure.

XYZ file:
```
97
Properties=species:S:1:pos:R:3:forces:R:3:lowdin_charge:R:1
C -1.875 3.046 0.864 -0.1 -0.3 0.3 -0.216
C -2.178 2.560 3.607 0.1 0.1 -0.1 -0.034
H 5.162 3.302 -5.320 0.1 0.1 -0.2 0.085
Cl 1.206 -0.194 1.307 1.1 0.2 0.5 0.087
H 2.319 5.300 0.667 0.1 0.1 0.1 0.098
H -2.594 0.134 4.298 0.1 -0.1 -0.2 0.090
C 1.494 -4.534 -0.835 0.4 -0.1 -0.2 -0.048
H -2.461 4.192 -0.849 0.2 -0.2 0.1 0.102
C -3.201 -1.003 -0.859 0.0 0.0 -0.1 -0.034
H -1.867 5.127 1.398 0.0 -0.2 0.1 0.116
C 0.653 1.093 -1.915 -0.6 -0.5 0.7 -0.333
C 4.478 -0.039 -2.939 -0.4 0.7 0.0 -0.242
C -1.959 1.727 1.350 -0.5 0.3 0.0 -0.201
C -1.649 -3.237 1.772 -0.2 0.2 0.4 -0.024
H 1.302 -0.256 -4.630 -0.2 0.0 -0.1 0.022
H 1.070 -1.476 -2.249 0.0 -0.4 0.0 0.033
H -0.767 3.666 -0.875 -0.3 -0.1 0.0 0.073
H 5.974 2.973 -3.784 -0.2 -0.1 -0.1 0.086
C -2.234 0.097 3.262 -0.2 -0.4 0.4 -0.039
H 2.224 -2.766 -2.653 -0.2 0.1 0.0 0.085
H -3.424 -2.987 -2.415 0.2 -0.1 0.0 0.088
C -2.081 3.863 3.134 0.1 0.3 -0.1 -0.063
H 5.533 3.610 0.106 0.0 -0.2 0.1 0.084
C -1.930 4.105 1.770 0.1 -0.2 0.4 -0.046
H 6.375 2.116 0.493 -0.1 0.1 0.0 0.106
H 2.839 1.723 -1.228 0.8 0.2 0.7 0.121
C -4.428 0.789 0.382 -0.4 -0.2 -0.1 0.012
H -2.306 2.361 4.675 0.0 0.1 -0.4 0.120
C -2.281 0.944 -3.460 -0.2 -0.1 0.3 -0.164
C 0.861 -3.326 -1.114 -0.8 0.0 0.5 -0.211
O 3.035 2.196 -0.356 0.4 0.4 -0.9 -0.119
C -2.116 1.483 2.728 0.1 0.2 -0.3 -0.220
H 4.221 -0.393 -3.946 0.0 0.1 0.2 0.130
C 1.184 -2.563 -2.361 0.4 0.1 -0.4 -0.041
C 1.157 -5.287 0.279 -0.2 -0.1 0.6 -0.066
H -0.814 3.049 -5.057 0.4 0.1 0.3 0.040
H -1.534 -2.186 2.066 -0.1 -0.3 -0.2 0.050
C 5.550 2.535 -0.094 0.5 0.2 -0.3 -0.065
H 1.604 0.532 -2.048 -0.3 0.5 -0.1 -0.012
H 6.218 0.102 -1.633 -0.2 -0.1 -0.1 0.072
H 0.554 -2.877 -3.213 0.2 0.1 0.4 0.083
C -1.789 3.356 -0.597 0.0 0.2 -0.5 -0.037
C 2.898 3.688 -0.582 -0.6 -0.9 0.0 -0.131
C 4.316 1.810 0.363 -0.4 -0.1 0.1 -0.120
C -3.145 0.109 -0.006 0.4 0.5 0.2 -0.309
H -0.345 3.672 -3.445 0.0 -0.1 -0.2 0.023
H -2.114 4.700 3.832 -0.1 -0.2 -0.2 0.110
H -4.481 1.803 -0.043 0.1 -0.2 0.3 0.103
H 1.692 -6.210 0.505 -0.1 0.2 -0.2 0.108
H -2.683 1.357 -4.401 0.2 -0.2 0.2 0.048
H 3.847 4.045 -0.979 -0.2 0.0 -0.1 0.116
O 4.144 1.361 -2.810 -0.7 -0.2 0.3 -0.236
C -0.531 -3.666 0.876 0.1 0.0 -0.2 -0.213
H -2.947 -0.511 2.688 0.3 0.1 0.1 0.078
C 0.145 -4.855 1.147 0.5 0.3 -0.7 -0.029
H 3.399 1.576 -4.751 0.1 0.1 0.2 0.123
H -4.529 0.849 1.473 0.1 0.1 -0.2 0.096
H -1.714 -3.054 -2.894 -0.1 0.0 0.5 0.089
H 2.104 3.760 -1.352 0.4 0.1 0.6 0.130
N -1.982 0.620 0.419 -0.5 0.1 -0.4 -0.030
H 4.409 0.732 0.222 -0.3 0.2 0.1 0.131
H -0.256 -1.117 -4.508 0.1 0.3 -0.1 0.021
Cr -0.253 0.098 -0.311 -0.5 -0.8 0.1 0.453
H -2.066 2.503 -1.228 0.2 0.3 0.3 0.038
H -0.122 -5.422 2.034 0.1 0.0 -0.2 0.113
C -2.147 -1.870 -1.135 0.7 -0.1 0.8 -0.307
H 2.278 -4.890 -1.520 -0.3 0.2 0.4 0.119
C 2.554 4.242 0.769 0.0 0.3 0.2 -0.037
N -0.921 -1.722 -0.560 -1.0 0.6 -0.5 -0.042
C 5.322 2.550 -4.555 0.2 0.2 -0.2 -0.065
H -0.042 0.172 -5.720 0.1 -0.2 0.2 0.044
H -1.643 -3.845 2.684 -0.1 0.1 -0.2 0.088
H 5.825 2.375 -1.148 -0.4 0.0 0.3 0.075
C 0.212 -0.140 -4.695 0.1 0.1 -0.1 -0.174
H 5.820 1.695 -5.000 0.2 0.0 -0.2 0.075
C -0.134 2.902 -4.199 -0.1 -0.2 -0.2 -0.180
H -2.577 -0.116 -3.412 0.1 0.3 0.0 0.027
H -2.804 1.464 -2.646 0.1 -0.2 -0.3 0.013
C 3.990 2.135 -4.009 -0.2 -0.5 0.5 -0.254
H -5.285 0.222 -0.002 0.2 0.1 0.1 0.090
H 6.533 0.304 -3.362 0.1 -0.1 0.1 0.074
H 3.401 2.996 -3.700 -0.1 0.1 0.0 0.108
H -1.261 -0.410 3.272 -0.2 0.1 -0.1 0.072
H 0.908 3.008 -4.534 -0.2 0.1 0.0 0.017
C -2.400 -3.047 -2.030 -0.5 -0.4 -0.1 0.006
C 5.930 -0.238 -2.634 0.5 -0.2 -0.1 -0.061
H -4.173 -1.268 -1.258 0.2 0.1 0.0 0.117
C -0.174 -2.905 -0.252 0.6 -0.6 -0.7 -0.228
H -2.307 -4.005 -1.492 0.1 0.3 -0.2 0.106
H 1.685 3.740 1.209 0.1 0.0 -0.2 0.098
Si -0.402 1.174 -3.495 0.3 0.2 -0.1 0.444
H 6.162 -1.297 -2.714 0.2 -0.1 0.0 0.088
H 3.846 -0.572 -2.221 0.0 0.0 -0.1 0.109
H -2.634 -3.363 1.302 0.2 0.1 0.0 0.093
H 3.406 4.140 1.457 -0.3 0.2 -0.2 0.090
H 0.796 2.082 -1.429 0.0 -0.4 -0.4 -0.018
H 4.061 2.051 1.407 0.1 -0.4 -0.5 0.134
```
Forces are in eV/Å.

- 2S+1 = 4
- net charge = +1
- max |F| (hartree/bohr) = 0.0248
- calculated total energy (eV) = -91038.0806
- frontier orbital gap (alpha / beta) (eV) = 7.85 / 8.55
- ⟨S²⟩ = 3.8318
- relative energy (zero: lowest compared OMol25 entry of this formula, charge and spin) (kcal per mole) = 0.0
- E_HOMO (alpha / beta) (eV) = -10.5 / -10.7

Question: Number 2 is which compound?
Answer: C33H57ClCrN2O2Si

Question: Which of these has the lowest calculated total energy?
Answer: C34H39Cl3F5N6O3SY